(1)
Density functional theory data (ωB97M-V with the def2-TZVPD basis set) for a 11-piece molecular cluster, C39H80BCl20N4O5 overall at a distorted geometry.

Computed properties:
- strongest force on any atom (eV/Å) = 1.24
- multiplicity = 1
- total charge = -1
- gap between HOMO and LUMO (eV) = 6.2
- E (eV) = -309065.8115

Last columns: bonded neighbours and bond lengths (Å).
Atoms and positions in Å:
1 Cl 5.113 -4.489 3.625  C59 1.790
2 Cl -3.409 2.807 5.244  C58 1.778
3 Cl -6.374 7.174 3.704  C55 1.781
4 Cl 2.525 -5.492 -6.622  C64 1.784
5 Cl 0.175 7.003 -1.795  C33 1.779
6 Cl 4.280 -1.424 2.353  C54 1.788
7 Cl 2.162 -6.508 -2.779  C65 1.794
8 Cl 3.455 6.868 -2.702  C60 1.781
9 Cl -0.744 -6.533 -11.405  C53 1.781
10 Cl -0.725 6.090 1.847  C41 1.779
11 Cl -1.110 1.372 8.141  C42 1.783
12 Cl 10.058 -4.489 -0.087  C46 1.785
13 Cl -0.416 -4.339 -7.806  C39 1.788
14 Cl -0.705 -2.018 8.090  C47 1.781
15 Cl -2.914 4.503 -0.150  C67 1.784
16 Cl 9.644 -5.477 3.152  C48 1.787
17 Cl -9.101 5.558 2.479  C31 1.780
18 Cl 1.872 -8.534 -10.592  C37 1.782
19 Cl -0.413 -7.754 -4.619  C51 1.800
20 Cl -5.207 5.481 6.475  C44 1.790
21 O 0.892 -0.684 -0.548  N26 1.163
22 O 0.704 -3.059 -2.896  C32 1.240
23 O -1.364 -3.396 -2.104  C32 1.257
24 O -3.130 0.019 -3.167  B69 1.393, H79 0.967
25 O -0.567 -0.379 -2.007  N26 1.383, C50 1.456
26 N -0.123 -1.112 -0.921  O21 1.163, O25 1.383
27 N -0.080 -0.762 -4.181  C40 1.449, C49 1.464, C50 1.444
28 N -3.314 -2.304 -3.859  B69 1.448, H104 1.011, H140 1.011
29 N 1.186 -2.008 -5.832  C40 1.471, H116 1.010, H135 1.012
30 C 1.063 3.463 0.524  C57 1.555, C68 1.542, H88 1.088, H112 1.086
31 C -8.893 6.213 4.121  Cl17 1.780, C55 1.506, H82 1.089, H102 1.087
32 C -0.467 -2.719 -2.668  O22 1.240, O23 1.257, C50 1.583
33 C 1.362 8.324 -1.707  Cl5 1.779, C60 1.507, H111 1.089, H125 1.088
34 C 2.491 1.879 1.990  C57 1.545, C66 1.547, H139 1.078, H145 1.087
35 C -1.873 -0.726 4.064  C36 1.556, C43 1.547, H96 1.087, H146 1.091
36 C -0.832 0.421 4.207  C35 1.556, C38 1.538, H126 1.083, H143 1.087
37 C 0.879 -8.623 -12.069  Cl18 1.782, C53 1.507, H74 1.087, H120 1.089
38 C 0.346 0.046 5.120  C36 1.538, C63 1.565, H97 1.093, H117 1.087
39 C 0.469 -5.778 -8.391  Cl13 1.788, C64 1.509, H92 1.087, H122 1.084
40 C -0.145 -1.579 -5.376  N27 1.449, N29 1.471, H77 1.098, H132 1.089
41 C -2.473 6.409 1.754  Cl10 1.779, C67 1.505, H89 1.090, H98 1.088
42 C -0.666 0.314 9.505  Cl11 1.783, C47 1.507, H138 1.089, H148 1.087
43 C -3.349 -0.293 4.221  C35 1.547, C56 1.535, H80 1.092, H93 1.091
44 C -5.351 3.758 6.937  Cl20 1.790, C58 1.510, H94 1.087, H130 1.089
45 C 1.046 1.500 -3.912  C49 1.569, C52 1.552, H75 1.088, H109 1.093
46 C 8.650 -5.342 0.606  Cl12 1.785, C48 1.505, H133 1.088, H137 1.087
47 C 0.198 -0.844 9.078  Cl14 1.781, C42 1.507, H110 1.088, H118 1.089
48 C 8.371 -4.927 2.026  Cl16 1.787, C46 1.505, H83 1.087, H127 1.088
49 C -0.198 0.680 -4.406  N27 1.464, C45 1.569, H134 1.092, H136 1.090
50 C -0.908 -1.265 -3.110  O25 1.456, N27 1.444, C32 1.583, B69 1.616
51 C -0.525 -6.853 -3.065  Cl19 1.800, C65 1.504, H86 1.088, H99 1.087
52 C 0.706 2.695 -2.983  C45 1.552, C62 1.548, H115 1.093, H123 1.094
53 C 0.429 -7.262 -12.530  Cl9 1.781, C37 1.507, H72 1.089, H81 1.087
54 C 3.365 -2.950 2.179  Cl6 1.788, C59 1.503, H90 1.090, H149 1.086
55 C -8.076 7.478 4.131  Cl3 1.781, C31 1.506, H78 1.089, H119 1.087
56 C -3.835 0.414 2.948  C43 1.535, H71 1.087, H101 1.091, H114 1.090
57 C 2.366 3.281 1.354  C30 1.555, C34 1.545, H107 1.092, H144 1.091
58 C -4.039 3.012 6.894  Cl2 1.778, C44 1.510, H121 1.087, H147 1.089
59 C 3.467 -3.824 3.397  Cl1 1.790, C54 1.503, H73 1.089, H100 1.087
60 C 2.362 8.268 -2.834  Cl8 1.781, C33 1.507, H76 1.087, H91 1.089
61 C 2.524 1.331 4.583  C63 1.539, C66 1.545, H70 1.094, H108 1.092
62 C 1.829 3.118 -2.004  C52 1.548, C68 1.559, H124 1.093, H129 1.091
63 C 1.749 0.010 4.428  C38 1.565, C61 1.539, H85 1.089, H128 1.092
64 C 1.166 -6.466 -7.244  Cl4 1.784, C39 1.509, H106 1.089, H142 1.092
65 C 0.528 -5.785 -2.953  Cl7 1.794, C51 1.504, H87 1.083, H131 1.083
66 C 3.263 1.852 3.330  C34 1.547, C61 1.545, H113 1.090, H141 1.094
67 C -3.222 5.131 1.491  Cl15 1.784, C41 1.505, H84 1.086, H95 1.083
68 C 1.343 4.068 -0.867  C30 1.542, C62 1.559, H103 1.083, H105 1.093
69 B -2.499 -1.203 -3.388  O24 1.393, N28 1.448, C50 1.616
70 H 3.296 1.174 5.342  C61 1.094
71 H -4.290 -0.307 2.275  C56 1.087
72 H -0.063 -7.344 -13.498  C53 1.089
73 H 2.794 -4.673 3.292  C59 1.089
74 H 0.031 -9.272 -11.864  C37 1.087
75 H 1.720 0.798 -3.427  C45 1.088
76 H 1.864 8.212 -3.798  C60 1.087
77 H -0.620 -1.037 -6.204  C40 1.098
78 H -8.080 7.910 5.131  C55 1.089
79 H -2.962 0.291 -2.256  O24 0.967
80 H -3.936 -1.191 4.425  C43 1.092
81 H 1.269 -6.578 -12.625  C53 1.087
82 H -9.889 6.420 4.512  C31 1.089
83 H 8.289 -3.847 2.117  C48 1.087
84 H -4.291 5.298 1.581  C67 1.086
85 H 1.600 -0.254 3.383  C63 1.089
86 H -1.513 -6.398 -3.038  C51 1.088
87 H 0.349 -5.173 -2.078  C65 1.083
88 H 0.528 2.518 0.445  C30 1.088
89 H -2.777 6.832 2.711  C41 1.090
90 H 2.323 -2.677 2.013  C54 1.090
91 H 2.985 9.161 -2.813  C60 1.089
92 H 1.168 -5.472 -9.165  C39 1.087
93 H -3.458 0.346 5.098  C43 1.091
94 H -6.086 3.305 6.276  C44 1.087
95 H -2.940 4.362 2.200  C67 1.083
96 H -1.785 -1.164 3.072  C35 1.087
97 H 0.431 0.807 5.900  C38 1.093
98 H -2.652 7.147 0.975  C41 1.088
99 H -0.450 -7.577 -2.257  C51 1.087
100 H 3.204 -3.281 4.302  C59 1.087
101 H -2.998 0.917 2.462  C56 1.091
102 H -8.431 5.443 4.733  C31 1.087
103 H 0.448 4.596 -1.172  C68 1.083
104 H -3.645 -2.871 -3.090  N28 1.011
105 H 2.152 4.788 -0.725  C68 1.093
106 H 1.580 -7.419 -7.572  C64 1.089
107 H 2.386 3.992 2.183  C57 1.092
108 H 1.851 2.092 4.983  C61 1.092
109 H 1.536 1.895 -4.805  C45 1.093
110 H 1.060 -0.509 8.505  C47 1.088
111 H 0.808 9.260 -1.761  C33 1.089
112 H 0.427 4.163 1.058  C30 1.086
113 H 4.169 1.258 3.208  C66 1.090
114 H -4.551 1.194 3.209  C56 1.090
115 H -0.182 2.488 -2.380  C52 1.093
116 H 1.643 -1.285 -6.369  N29 1.010
117 H 0.143 -0.896 5.623  C38 1.087
118 H 0.550 -1.377 9.960  C47 1.089
119 H -8.470 8.214 3.434  C55 1.087
120 H 1.494 -9.086 -12.840  C37 1.089
121 H -3.275 3.531 7.468  C58 1.087
122 H -0.268 -6.439 -8.834  C39 1.084
123 H 0.454 3.534 -3.638  C52 1.094
124 H 2.556 3.682 -2.593  C62 1.093
125 H 1.852 8.267 -0.737  C33 1.088
126 H -0.461 0.665 3.220  C36 1.083
127 H 7.437 -5.372 2.359  C48 1.088
128 H 2.284 -0.818 4.900  C63 1.092
129 H 2.274 2.206 -1.603  C62 1.091
130 H -5.738 3.740 7.954  C44 1.089
131 H 0.546 -5.123 -3.810  C65 1.083
132 H -0.698 -2.500 -5.192  C40 1.089
133 H 7.792 -5.098 -0.017  C46 1.088
134 H -0.311 0.864 -5.477  C49 1.092
135 H 1.114 -2.879 -6.341  N29 1.012
136 H -1.062 1.126 -3.914  C49 1.090
137 H 8.841 -6.409 0.535  C46 1.087
138 H -0.126 0.936 10.218  C42 1.089
139 H 1.484 1.530 2.153  C34 1.078
140 H -2.829 -2.900 -4.516  N28 1.011
141 H 3.582 2.875 3.550  C66 1.094
142 H 0.484 -6.633 -6.407  C64 1.092
143 H -1.353 1.299 4.581  C36 1.087
144 H 3.207 3.455 0.682  C57 1.091
145 H 3.028 1.233 1.299  C34 1.087
146 H -1.675 -1.512 4.795  C35 1.091
147 H -4.163 2.012 7.310  C58 1.089
148 H -1.583 -0.034 9.975  C42 1.087
149 H 3.730 -3.457 1.290  C54 1.086

---

(2)
Density functional theory data (ωB97M-V with the def2-TZVPD basis set) for a 9-piece molecular cluster, C39H80N4O23 overall at a distorted geometry.

Computed properties:
- energy relative to the best compared isomer or geometry (same formula, charge and spin) (kcal per mole) = 127.0
- SMILES = COCCNCCOC.COCCNCCOC.COCCNCCOC.COCCNCCOC.O=C1OCCO1.O=C1OCCO1.O=C1OCCO1.O=C1OCCO1.O=C1OCCO1
- strongest force on any atom (eV/Å) = 5.77
- multiplicity = 1
- total charge = 0
- gap between HOMO and LUMO (eV) = 8.3
- E (eV) = -94780.6451

Last columns: bonded neighbours and bond lengths (Å).
Atoms and positions in Å:
1 O 6.400 -5.142 -0.616  C39 1.403, C60 1.270
2 O 6.736 -5.982 1.401  C60 1.224
3 O 3.926 -0.463 5.286  C41 1.381, C52 1.291
4 O 2.500 5.843 4.824  C38 1.402, C44 1.454
5 O -3.702 5.950 0.012  C30 1.375, C32 1.428
6 O 2.809 4.936 -0.384  C54 1.379, C65 1.403
7 O -6.796 1.697 0.384  C28 1.335, C33 1.442
8 O 3.824 1.538 -0.165  C56 1.419, C57 1.330
9 O -5.234 1.920 -0.971  C28 1.337, C45 1.423
10 O -4.753 1.042 1.112  C28 1.201
11 O -0.874 2.886 1.098  C31 1.467, C61 1.477
12 O -2.401 7.357 -1.100  C30 1.344, C34 1.461
13 O 5.310 0.058 -1.000  C53 1.339, C57 1.411
14 O -3.975 -3.980 0.860  C46 1.465, C49 1.390
15 O 2.280 -1.757 -1.588  C37 1.420, C62 1.416
16 O -2.319 7.319 1.178  C30 1.202
17 O 5.059 -4.473 0.966  C40 1.332, C60 1.381
18 O 2.216 0.414 4.547  C43 1.377, C52 1.279
19 O -4.127 -6.997 4.874  C29 1.402, C42 1.419
20 O 3.181 1.302 6.397  C52 1.233
21 O 1.030 -4.393 -5.382  C47 1.467, C51 1.417
22 O -3.203 -2.186 -4.636  C35 1.426, C48 1.417
23 O 4.295 -0.250 1.097  C57 1.221
24 N -1.154 -2.318 -6.659  C36 1.490, C63 1.465, H89 1.010
25 N -2.182 -4.110 3.460  C58 1.509, C64 1.432, H93 1.010
26 N 0.243 0.510 0.551  C50 1.481, C66 1.466, H144 1.010
27 N 4.259 4.784 1.891  C55 1.495, C59 1.519, H143 1.010
28 C -5.475 1.529 0.285  O7 1.335, O9 1.337, O10 1.201
29 C -3.259 -6.414 3.940  O19 1.402, C58 1.551, H90 1.090, H136 1.090
30 C -2.709 6.894 0.123  O5 1.375, O12 1.344, O16 1.202
31 C -1.318 3.781 2.171  O11 1.467, H68 1.090, H80 1.090, H120 1.090
32 C -3.674 5.413 -1.310  O5 1.428, C34 1.470, H87 1.090, H135 1.090
33 C -7.429 2.396 -0.708  O7 1.442, C45 1.454, H86 1.090, H102 1.090
34 C -3.193 6.585 -2.056  O12 1.461, C32 1.470, H88 1.090, H126 1.090
35 C -2.361 -1.091 -4.990  O22 1.426, C63 1.464, H98 1.090, H110 1.090
36 C 0.119 -2.957 -7.098  N24 1.490, C51 1.566, H122 1.090, H129 1.090
37 C 1.153 -0.902 -1.458  O15 1.420, C66 1.508, H108 1.090, H145 1.090
38 C 3.577 5.140 4.267  O4 1.402, C59 1.586, H105 1.090, H121 1.090
39 C 5.460 -4.327 -1.266  O1 1.403, C40 1.573, H115 1.090, H124 1.090
40 C 4.562 -3.815 -0.080  O17 1.332, C39 1.573, H77 1.090, H99 1.090
41 C 3.547 -1.304 4.258  O3 1.381, C43 1.557, H130 1.090, H131 1.090
42 C -3.433 -7.493 6.007  O19 1.419, H78 1.090, H92 1.090, H138 1.090
43 C 2.152 -0.760 3.831  O18 1.377, C41 1.557, H70 1.090, H83 1.090
44 C 1.446 4.993 5.355  O4 1.454, H84 1.090, H91 1.090, H107 1.090
45 C -6.373 2.351 -1.707  O9 1.423, C33 1.454, H96 1.090, H103 1.090
46 C -5.315 -3.396 0.964  O14 1.465, H69 1.090, H75 1.090, H132 1.090
47 C 2.468 -4.500 -5.649  O21 1.467, H113 1.090, H125 1.090, H134 1.090
48 C -4.368 -1.872 -3.893  O22 1.417, H82 1.090, H100 1.090, H101 1.090
49 C -3.140 -3.037 1.447  O14 1.390, C64 1.575, H94 1.090, H146 1.090
50 C -1.090 0.757 -0.047  N26 1.481, C61 1.564, H95 1.090, H106 1.090
51 C 0.153 -4.401 -6.495  O21 1.417, C36 1.566, H71 1.090, H118 1.090
52 C 3.034 0.436 5.531  O3 1.291, O18 1.279, O20 1.233
53 C 5.350 1.117 -1.819  O13 1.339, C56 1.549, H111 1.090, H133 1.090
54 C 2.726 5.990 0.502  O6 1.379, C55 1.518, H67 1.090, H141 1.090
55 C 4.006 6.135 1.304  N27 1.495, C54 1.518, H73 1.090, H119 1.090
56 C 4.236 2.107 -1.397  O8 1.419, C53 1.549, H97 1.090, H140 1.090
57 C 4.486 0.412 0.089  O8 1.330, O13 1.411, O23 1.221
58 C -3.394 -4.869 3.940  N25 1.509, C29 1.551, H85 1.090, H123 1.090
59 C 3.281 4.306 2.951  N27 1.519, C38 1.586, H74 1.090, H117 1.090
60 C 6.083 -5.325 0.600  O1 1.270, O2 1.224, O17 1.381
61 C -1.844 1.801 0.842  O11 1.477, C50 1.564, H76 1.090, H109 1.090
62 C 2.872 -1.844 -2.870  O15 1.416, H79 1.090, H104 1.090, H139 1.090
63 C -1.046 -1.601 -5.386  N24 1.465, C35 1.464, H72 1.090, H128 1.090
64 C -1.907 -3.772 2.096  N25 1.432, C49 1.575, H81 1.090, H127 1.090
65 C 1.813 4.847 -1.367  O6 1.403, H112 1.090, H114 1.090, H137 1.090
66 C 0.924 -0.672 0.014  N26 1.466, C37 1.508, H116 1.090, H142 1.090
67 H 2.609 6.886 -0.107  C54 1.090
68 H -0.608 4.600 2.054  C31 1.090
69 H -5.326 -2.354 0.645  C46 1.090
70 H 1.295 -1.360 4.137  C43 1.090
71 H 0.413 -5.214 -7.173  C51 1.090
72 H -0.486 -2.157 -4.635  C63 1.090
73 H 4.882 6.375 0.701  C55 1.090
74 H 2.232 4.346 2.659  C59 1.090
75 H -5.720 -3.485 1.972  C46 1.090
76 H -2.134 1.325 1.779  C61 1.090
77 H 4.574 -2.730 0.021  C40 1.090
78 H -3.108 -6.692 6.671  C42 1.090
79 H 3.603 -2.638 -2.714  C62 1.090
80 H -2.316 4.074 1.846  C31 1.090
81 H -1.565 -4.613 1.493  C64 1.090
82 H -4.974 -2.698 -3.523  C48 1.090
83 H 2.202 -0.611 2.753  C43 1.090
84 H 1.755 3.993 5.052  C44 1.090
85 H -3.353 -4.548 4.980  C58 1.090
86 H -8.314 1.790 -0.905  C33 1.090
87 H -2.936 4.612 -1.274  C32 1.090
88 H -2.711 6.474 -3.027  C34 1.090
89 H -1.786 -3.104 -6.607  N24 1.010
90 H -2.267 -6.864 3.893  C29 1.090
91 H 0.473 5.359 5.028  C44 1.090
92 H -2.540 -8.110 5.903  C42 1.090
93 H -1.474 -4.821 3.578  N25 1.010
94 H -2.813 -2.252 0.765  C49 1.090
95 H -1.231 1.183 -1.040  C50 1.090
96 H -6.141 3.350 -2.075  C45 1.090
97 H 4.405 3.184 -1.393  C56 1.090
98 H -2.162 -0.509 -4.090  C35 1.090
99 H 3.501 -4.035 -0.198  C40 1.090
100 H -5.065 -1.211 -4.409  C48 1.090
101 H -4.102 -1.441 -2.928  C48 1.090
102 H -7.766 3.390 -0.413  C33 1.090
103 H -6.631 1.606 -2.461  C45 1.090
104 H 2.084 -2.042 -3.597  C62 1.090
105 H 3.994 4.459 5.009  C38 1.090
106 H -1.823 -0.041 -0.162  C50 1.090
107 H 1.488 4.849 6.434  C44 1.090
108 H 1.097 0.003 -2.063  C37 1.090
109 H -2.671 2.186 0.246  C61 1.090
110 H -2.798 -0.441 -5.748  C35 1.090
111 H 6.365 1.496 -1.699  C53 1.090
112 H 1.824 5.811 -1.877  C65 1.090
113 H 3.047 -4.717 -4.751  C47 1.090
114 H 0.862 4.532 -0.937  C65 1.090
115 H 5.987 -3.468 -1.681  C39 1.090
116 H 0.388 -1.579 0.296  C66 1.090
117 H 3.605 3.278 3.112  C59 1.090
118 H -0.702 -4.702 -5.889  C51 1.090
119 H 4.031 6.864 2.114  C55 1.090
120 H -1.305 3.339 3.167  C31 1.090
121 H 4.395 5.859 4.252  C38 1.090
122 H 0.951 -2.266 -6.961  C36 1.090
123 H -4.265 -4.320 3.581  C58 1.090
124 H 4.830 -4.898 -1.948  C39 1.090
125 H 2.992 -3.717 -6.196  C47 1.090
126 H -3.984 7.216 -2.461  C34 1.090
127 H -1.082 -3.062 2.037  C64 1.090
128 H -0.458 -0.693 -5.520  C63 1.090
129 H 0.156 -3.084 -8.180  C36 1.090
130 H 3.539 -2.331 4.625  C41 1.090
131 H 4.296 -1.317 3.466  C41 1.090
132 H -5.876 -4.128 0.384  C46 1.090
133 H 5.226 0.897 -2.879  C53 1.090
134 H 2.644 -5.464 -6.126  C47 1.090
135 H -4.677 5.103 -1.602  C32 1.090
136 H -3.759 -6.638 2.998  C29 1.090
137 H 2.083 4.124 -2.137  C65 1.090
138 H -4.129 -8.023 6.658  C42 1.090
139 H 3.478 -0.983 -3.153  C62 1.090
140 H 3.405 1.889 -2.068  C56 1.090
141 H 1.789 5.935 1.057  C54 1.090
142 H 1.807 -0.778 0.644  C66 1.090
143 H 3.865 4.196 1.170  N27 1.010
144 H 0.780 1.362 0.623  N26 1.010
145 H 0.283 -1.470 -1.788  C37 1.090
146 H -3.652 -2.484 2.234  C49 1.090